Molecular formula: C59H45Br2N6OP2SSn
Method: DFT, ωB97M-V/def2-TZVPD

Structure (XYZ):
```
117
Properties=species:S:1:pos:R:3
Sn -0.52328 0.26663 0.28461
N -5.21950 -0.03946 0.25020
C -3.91130 0.29576 0.22018
S -2.80046 -0.98647 0.59513
N -3.65046 1.53685 -0.08845
N -2.35643 1.90422 -0.21492
C -2.13944 3.17205 -0.35674
C -3.24181 4.16958 -0.29270
C -4.24328 4.18926 -1.25802
C -5.27458 5.11003 -1.16831
C -5.32370 6.00590 -0.10870
C -4.33315 5.98207 0.86194
C -3.29327 5.06896 0.76831
C -0.76228 3.64702 -0.59010
C -0.49030 4.99694 -0.82380
C 0.81383 5.39200 -1.06462
C 1.82067 4.43726 -1.07552
C 1.46363 3.11984 -0.84726
N 0.21404 2.73301 -0.61270
H -5.48236 -0.94331 0.59647
H -5.90965 0.68721 0.15915
H -4.20318 3.48124 -2.07606
H -6.04872 5.12636 -1.92490
H -6.13307 6.72069 -0.03830
H -4.37091 6.67416 1.69316
H -2.52649 5.03878 1.53446
H -1.29238 5.71966 -0.82517
H 1.04492 6.43342 -1.24686
H 2.85416 4.70098 -1.25161
H 2.20923 2.33042 -0.85000
Br -1.42006 -1.30267 7.34485
C -1.08592 -0.91797 5.52979
C -1.06398 0.39801 5.10054
C -0.80672 0.61839 3.75902
N -0.57112 -0.35660 2.89065
C -0.61421 -1.62517 3.30314
C -0.86996 -1.94722 4.63117
C -0.36310 -2.66304 2.26736
C -0.56944 -4.01578 2.51011
C -0.30542 -4.91707 1.49377
Br -0.58190 -6.76028 1.76852
C 0.15029 -4.46777 0.26734
C 0.30226 -3.10224 0.11217
N 0.04927 -2.22295 1.07424
H -1.24069 1.21736 5.78152
H -0.79524 1.62660 3.35592
H -0.90118 -2.97008 4.97479
H -0.94847 -4.37718 3.45402
H 0.36216 -5.15105 -0.54194
H 0.63669 -2.68949 -0.83370
O 2.70001 0.01835 -2.08548
C 2.29238 -0.21186 -3.39906
C 3.19685 -0.65304 -4.37117
C 2.82376 -0.78099 -5.69458
C 1.52975 -0.48757 -6.08678
C 0.60158 -0.16730 -5.11980
C 0.94514 -0.04970 -3.76884
P -0.47909 0.11751 -2.62234
C -1.28594 -1.49544 -2.94284
C -2.63340 -1.66665 -2.62109
C -3.23384 -2.91099 -2.73242
C -2.49078 -4.00852 -3.14020
C -1.14576 -3.85420 -3.44261
C -0.54432 -2.60830 -3.34357
C -1.45192 1.37253 -3.53959
C -0.87756 2.64496 -3.60618
C -1.55449 3.69482 -4.20347
C -2.81593 3.48734 -4.74526
C -3.37429 2.21950 -4.72042
C -2.69775 1.16291 -4.12263
C 4.02305 0.43458 -1.86022
C 4.64459 1.33046 -2.73190
C 5.98498 1.63463 -2.59217
C 6.72982 1.04830 -1.58443
C 6.09045 0.26156 -0.64712
C 4.72517 -0.01772 -0.72604
P 3.79031 -0.76212 0.67160
C 4.20277 0.41704 2.03155
C 3.15882 1.12910 2.61585
C 3.38586 2.00704 3.66848
C 4.66701 2.16570 4.16965
C 5.71793 1.45355 3.60592
C 5.48958 0.58917 2.54766
C 4.83758 -2.18982 1.12513
C 5.00885 -2.56114 2.45893
C 5.67754 -3.73423 2.77838
C 6.17233 -4.55250 1.77302
C 5.98387 -4.20479 0.44262
C 5.31246 -3.03447 0.12161
H 4.20532 -0.90843 -4.09058
H 3.55696 -1.10214 -6.42298
H 1.23725 -0.54080 -7.12674
H -0.42885 0.00377 -5.40430
H -3.21686 -0.82451 -2.27597
H -4.28296 -3.02387 -2.49105
H -2.95812 -4.98121 -3.22272
H -0.56290 -4.70639 -3.76958
H 0.50479 -2.50397 -3.59346
H 0.11630 2.80027 -3.20538
H -1.09577 4.67453 -4.25060
H -3.35157 4.30754 -5.20578
H -4.34176 2.04515 -5.17397
H -3.13860 0.17694 -4.14357
H 4.07619 1.79744 -3.52221
H 6.44853 2.32116 -3.28865
H 7.79416 1.22871 -1.51177
H 6.67107 -0.16260 0.15848
H 2.15239 0.99854 2.23855
H 2.55808 2.56121 4.09375
H 4.84685 2.83374 5.00214
H 6.72104 1.56043 3.99927
H 6.31779 0.02553 2.14453
H 4.62270 -1.92871 3.24877
H 5.82146 -4.00697 3.81660
H 6.70699 -5.45846 2.02828
H 6.36709 -4.84345 -0.34304
H 5.15463 -2.76666 -0.91789
```

Lowest unoccupied orbital energy = -2.55 eV
Orbital gap = 7.2 eV
Total energy = -248227.5008 eV
Total charge = +1

Löwdin population analysis, charges in e, atoms 1 to 4: atom 1 (Sn): 1.00, atom 2 (N): 0.09, atom 3 (C): -0.84, atom 4 (S): 0.60